Below is a structure of composition C21H31N5O6SY, with properties calculated with ωB97M-V/def2-TZVPD.

Results
Total energy = -1980.1040 a.u.
Frontier orbital gap (spin up / spin down) = 4.3 / 4.3 eV
LUMO level (spin up / spin down) = -4.873 / -4.875 eV

```
! RIJCOSX wB97M-V def2-TZVPD def2/J DEFGRID3
* xyz 1 1
O 1.6933 -3.6678 -0.0511
H 2.2820 -4.4328 -0.0214
Y 0.5773 -1.7641 0.0760
N -0.9390 -1.0770 1.8587
N -1.5158 -2.8587 0.1251
N 1.7194 0.2225 0.8104
N 2.6804 -1.3543 -0.9370
O -0.5959 -0.2444 2.8238
O 1.3035 1.0238 1.8300
O 3.3111 -2.3630 -1.6825
O -1.7093 -3.6008 -0.8835
C -2.5300 -2.5686 0.9865
C -2.1864 -1.6164 1.9838
C 2.8003 0.6931 0.1431
C 3.3616 -0.2160 -0.8224
C -3.1193 -1.2282 3.0817
H -3.8585 -0.4936 2.7219
H -2.5420 -0.7686 3.8925
H -3.6420 -2.1208 3.4589
C -3.8312 -3.2670 0.8842
H -3.7032 -4.3287 1.1431
H -4.2122 -3.2107 -0.1438
H -4.5580 -2.8258 1.5720
C 3.4100 2.0173 0.4339
C 4.6121 0.1145 -1.5664
H 2.9799 2.4260 1.3507
H 3.2405 2.7290 -0.3852
H 4.4946 1.9222 0.5541
H 4.9542 -0.7611 -2.1257
H 5.3991 0.4293 -0.8643
H 4.4378 0.9494 -2.2645
H 0.5028 0.4874 2.2800
H 2.8344 -3.1528 -1.3224
C 1.4604 -3.0685 1.7653
H 0.3849 -3.1458 1.9959
H 1.9781 -2.0965 1.8893
H 2.0027 -3.8984 2.2000
O 1.2208 -0.9486 4.9678
H 1.5157 -0.0816 5.2823
H 0.5372 -0.7342 4.2896
N -0.0647 -0.6801 -1.8781
S -1.3088 0.2230 -2.3385
C -0.5632 1.6779 -3.1120
C 0.7835 1.9599 -2.9127
C 1.3308 3.1528 -3.4066
C 0.5303 4.0419 -4.1309
C -0.8140 3.7325 -4.3658
C -1.3655 2.5488 -3.8665
C -1.9024 0.9259 -0.8116
C -3.2435 0.7430 -0.4355
C -3.6935 1.2734 0.7722
C -2.7992 1.9588 1.5998
C -1.4576 2.0890 1.2400
C -1.0252 1.6369 -0.0048
H 0.5262 -0.8843 -2.6934
H 1.3876 1.2552 -2.3435
H 2.3817 3.3766 -3.2177
H 0.9565 4.9715 -4.5154
H -1.4409 4.4180 -4.9361
H -2.4116 2.2922 -4.0335
H -3.9089 0.1857 -1.0969
H -4.7431 1.1574 1.0682
H -3.1398 2.3929 2.5414
H -0.7563 2.6085 1.8978
H -0.0094 1.8231 -0.3505
*
```

Results of the natural (NBO) charge analysis, in e, for atoms 1 through 8: -0.8557 0.5290 1.8555 -0.3180 -0.1743 -0.1890 -0.2511 -0.7048

Below is a cluster of 2 separate species, C3H2O4 in total, with properties calculated with ωB97M-V/def2-TZVPD.

Results
Total energy = -416.4725 a.u.
Energy above the lowest of the compared OMol25 structures with the same formula, charge and spin = 32.4 kJ/mol
Frontier orbital gap = 9.4 eV
LUMO level = -0.897 eV

```
! RIJCOSX wB97M-V def2-TZVPD def2/J DEFGRID3
* xyz 0 1
O 2.5109 1.7465 -1.7832
C 2.0069 0.8216 -1.2154
C 0.8839 0.9742 -0.2068
O 0.1752 0.0757 0.1426
H 2.3197 -0.2233 -1.3856
H 0.7769 2.0060 0.1736
O -2.0720 -2.3468 2.0063
C -2.8889 -1.7974 1.4248
O -3.7126 -1.2564 0.8436
*
```

Results of the natural (NBO) charge analysis, in e, for atoms 1 through 8: -0.4541 0.3335 0.3379 -0.4611 0.1223 0.1217 -0.5097 1.0236

Below is the ion C21H28NO with charge +1, with properties calculated with ωB97M-V/def2-TZVPD.

Results
Total energy = -946.7528 a.u.
Energy above the lowest of the compared OMol25 structures with the same formula, charge and spin = 135.1 kJ/mol
Frontier orbital gap = 9.1 eV
LUMO level = -2.347 eV

```
! RIJCOSX wB97M-V def2-TZVPD def2/J DEFGRID3
* xyz 1 1
C 4.2876 -3.5685 -1.1564
O 4.1736 -2.1375 -1.3368
C 2.9995 -1.5409 -0.9861
C 2.6931 -0.3290 -1.6491
C 1.4229 0.2053 -1.5489
C 0.4717 -0.3828 -0.7143
C -0.9473 0.1420 -0.7135
C -1.9035 -1.0676 -0.8465
C -3.1043 -1.2207 -0.1372
C -3.9986 -2.2474 -0.4970
C -3.6166 -3.2499 -1.3940
C -2.3503 -3.1805 -1.9858
C -1.5309 -2.0755 -1.7546
N -1.2009 0.9934 0.4214
C -2.5560 1.7171 0.2379
C -2.2225 3.2034 0.1650
C -0.9477 3.3629 0.9832
C -0.1172 2.1036 0.7975
C 0.7847 1.8647 2.0262
C 1.3417 3.1871 2.5572
C 1.9589 0.9517 1.7389
C 0.7991 -1.5321 0.0207
C 2.0622 -2.1019 -0.0862
H 5.2552 -3.7981 -1.6017
H 4.2743 -3.8170 -0.0876
H 3.4837 -4.1056 -1.6818
H 3.4357 0.1290 -2.3009
H 1.1492 1.0889 -2.1337
H -1.0553 0.7944 -1.5945
H -3.3745 -0.5465 0.6846
H -4.9966 -2.2826 -0.0456
H -4.2822 -4.0862 -1.6218
H -1.9924 -3.9872 -2.6223
H -0.5661 -2.0200 -2.2701
H -1.2453 0.3466 1.2171
H -3.1667 1.4804 1.1214
H -3.0515 1.3615 -0.6724
H -3.0332 3.8032 0.5989
H -2.0919 3.5212 -0.8827
H -1.2159 3.4814 2.0484
H -0.3523 4.2420 0.7098
H 0.5027 2.1799 -0.1035
H 0.1414 1.4059 2.8005
H 1.7931 3.7850 1.7544
H 0.5761 3.7782 3.0674
H 2.1348 2.9865 3.2821
H 2.5181 1.2830 0.8536
H 2.6602 0.9639 2.5830
H 1.6493 -0.0835 1.5872
H 0.0561 -1.9977 0.6811
H 2.2950 -3.0037 0.4875
*
```

Results of the natural (NBO) charge analysis, in e, for atoms 1 through 8: -0.2554 -0.4901 0.3441 -0.2525 -0.1890 -0.1292 -0.1031 0.0264

Below is a cluster of 6 separate species, C32H33BN7O2 in total, with properties calculated with ωB97M-V/def2-TZVPD.

Results
Total energy = -1797.5549 a.u.
Frontier orbital gap = 5.8 eV
LUMO level = -4.950 eV

```
! RIJCOSX wB97M-V def2-TZVPD def2/J DEFGRID3
* xyz 1 1
C -4.5760 -2.6512 -3.5852
B -3.3513 -2.0948 -2.7973
O -2.4760 -1.2352 -3.3937
C -3.0170 -2.4648 -1.2668
C -3.2967 -3.7128 -0.6964
C -2.9580 -3.9457 0.6161
N -2.3605 -2.9723 1.3283
C -2.0733 -1.7768 0.8054
O -1.4200 -0.9558 1.6841
C -1.4456 0.3130 1.3689
N -1.4419 1.4267 1.1271
C -2.3932 -1.4869 -0.5003
H -4.2846 -2.7004 -4.6314
H -5.4314 -1.9782 -3.5500
H -4.9002 -3.6430 -3.2792
H -1.5599 -1.5435 -3.2637
H -3.7745 -4.4643 -1.2999
H -3.1403 -4.8990 1.0803
H -2.1119 -3.1597 2.2948
H -2.1561 -0.5222 -0.9223
N 1.3872 -6.2025 1.7766
C 0.5652 -5.1637 1.8706
C 0.9912 -3.8560 2.0323
C 2.3541 -3.6104 2.1047
C 3.2263 -4.6789 2.0114
C 2.6929 -5.9519 1.8473
H -0.4950 -5.4052 1.8150
H 0.2771 -3.0456 2.1058
H 2.7262 -2.6025 2.2350
H 4.2955 -4.5351 2.0665
H 3.3401 -6.8173 1.7688
N -2.2149 6.3741 -0.5270
C -2.1302 5.1265 -0.0667
C -2.0437 4.0089 -0.8825
C -2.0556 4.1971 -2.2568
C -2.1506 5.4860 -2.7537
C -2.2244 6.5347 -1.8490
H -2.1266 5.0237 1.0136
H -1.9673 3.0233 -0.4508
H -1.9908 3.3515 -2.9309
H -2.1625 5.6787 -3.8175
H -2.2916 7.5599 -2.1955
N 3.1938 -4.4518 6.0466
C 1.9033 -4.5322 5.7315
C 0.8884 -3.9752 6.4942
C 1.2326 -3.2993 7.6544
C 2.5707 -3.2079 7.9988
C 3.5081 -3.7976 7.1629
H 1.6821 -5.0745 4.8169
H -0.1451 -4.0717 6.1884
H 0.4708 -2.8526 8.2803
H 2.8840 -2.6916 8.8953
H 4.5659 -3.7472 7.3950
N 2.4050 6.8181 -1.9354
C 3.2014 7.7515 -1.4170
C 2.9166 8.4436 -0.2494
C 1.7364 8.1534 0.4167
C 0.8925 7.1888 -0.1101
C 1.2752 6.5534 -1.2813
H 4.1131 7.9500 -1.9697
H 3.6033 9.1900 0.1258
H 1.4772 8.6723 1.3308
H -0.0347 6.9321 0.3739
H 0.6458 5.7879 -1.7238
N 0.3455 -0.6761 -4.0215
C 0.7748 -1.4505 -5.0205
C 1.6810 -1.0325 -5.9801
C 2.1681 0.2623 -5.9047
C 1.7321 1.0813 -4.8761
C 0.8264 0.5662 -3.9640
H 0.3673 -2.4554 -5.0491
H 1.9949 -1.7044 -6.7662
H 2.8765 0.6276 -6.6364
H 2.0862 2.0980 -4.7804
H 0.4640 1.1745 -3.1426
*
```

Results of the Mulliken charge analysis, in e, for atoms 1 through 8: -0.9485 0.3557 -0.4675 0.5401 -0.9812 -0.4574 0.1419 0.5402

Below is a cluster of 6 separate species, C6H22O6 in total, with properties calculated with ωB97M-V/def2-TZVPD.

Results
Total energy = -693.1316 a.u.
Energy above the lowest of the compared OMol25 structures with the same formula, charge and spin = 378.3 kJ/mol
Frontier orbital gap = 10.6 eV
LUMO level = 0.424 eV

```
! RIJCOSX wB97M-V def2-TZVPD def2/J DEFGRID3
* xyz 0 1
C -0.7093 -2.0214 0.0340
C -0.1264 -1.3527 1.3553
C -1.3437 -1.4766 2.4113
C 0.1387 0.0215 1.0369
C 1.0869 0.8656 1.9383
C 1.9802 1.8375 1.0555
O 1.4600 2.5916 0.2513
H 0.1278 -1.7377 -0.5624
H -1.6768 -1.8517 -0.3064
H -0.7705 -3.2106 0.1520
H 0.6440 -2.1291 1.8651
H -1.1868 -2.4718 2.7506
H -1.2287 -0.7364 3.2027
H -2.2712 -1.2964 1.9013
H -0.8046 0.6816 0.9905
H 0.4661 0.0100 -0.0892
H 0.3687 1.5532 2.5087
H 1.8459 0.2471 2.6424
H 3.0682 1.7628 1.0979
O -1.0753 2.7393 -0.8732
H -0.0548 2.7862 -0.5879
H -1.4608 2.8996 0.0306
O 3.0298 -0.4269 -3.5265
H 2.5391 0.4213 -3.4268
H 3.6530 -0.3513 -2.6956
O 2.7382 0.1879 -0.8901
H 2.5736 -0.6996 -0.6433
H 1.8700 0.4316 -1.2801
O -0.4309 0.5434 -2.9216
H -0.4884 1.3941 -3.3331
H -1.0287 0.6089 -2.1926
O -3.9685 -0.5185 -0.8650
H -4.0538 -1.0910 -0.0866
H -4.9111 -0.2116 -0.9438
*
```

Results of the natural (NBO) charge analysis, in e, for atoms 1 through 8: -0.6006 -0.2232 -0.5970 -0.4193 -0.5194 0.4960 -0.5989 0.2011

Below is a structure of composition C13H18AsN3S6Tc, with properties calculated with ωB97M-V/def2-TZVPD.

Results
Total energy = -5375.8687 a.u.
Energy above the lowest of the compared OMol25 structures with the same formula, charge and spin = 10.1 kJ/mol
Frontier orbital gap = 5.2 eV
LUMO level = -5.801 eV

```
! RIJCOSX wB97M-V def2-TZVPD def2/J DEFGRID3
* xyz 1 1
Tc -0.1076 2.3267 0.0966
C 2.1491 2.0438 4.9333
S 2.5534 0.7285 3.7715
C 1.5885 1.1395 2.3722
S 0.4358 2.4135 2.3733
N 1.7619 0.3595 1.3433
N 0.9360 0.7153 0.3087
C 0.8857 -0.3366 -0.7072
C 0.2671 0.2080 -1.9671
C 0.3723 -0.3794 -3.2103
C -0.3018 0.2120 -4.2727
C -1.0784 1.3326 -4.0377
C -1.1472 1.8605 -2.7583
N -0.4646 1.3184 -1.7457
H 2.6770 1.7796 5.8473
H 1.0836 2.0799 5.1431
H 2.5034 3.0077 4.5767
H 1.8506 -0.8224 -0.8486
H 0.9779 -1.2641 -3.3458
H -0.2216 -0.2034 -5.2671
H -1.6361 1.8060 -4.8325
H -1.7570 2.7236 -2.5192
S -3.0405 5.2103 1.8766
As -3.0766 4.0154 0.2672
S -2.4069 1.9522 0.6556
S 0.4306 4.2402 -0.3935
S -3.6259 4.3947 -1.6449
C 0.8477 -3.4432 -0.8221
C -0.0983 -2.6504 0.0863
C 0.5525 -2.5130 1.5305
C -1.4722 -3.3071 0.2087
C -0.1837 -1.2452 -0.2156
H 0.8992 -4.4656 -0.4504
H 1.8605 -3.0438 -0.8284
H 0.4634 -3.4737 -1.8414
H 0.5461 -3.5394 1.8985
H -0.0355 -1.8947 2.2069
H 1.5649 -2.1254 1.4906
H -1.3615 -4.3104 0.6168
H -1.9508 -3.3891 -0.7663
H -2.1268 -2.7414 0.8710
H -1.1142 -0.7198 -0.0002
*
```

Results of the Mulliken charge analysis, in e, for atoms 1 through 8: 0.4482 -0.9231 0.0366 0.4266 -0.0636 -1.1839 0.2340 1.4740

Below is an isolated molecule of C3H3NO2, with properties calculated with ωB97M-V/def2-TZVPD.

Results
Total energy = -321.2041 a.u.
Energy above the lowest of the compared OMol25 structures with the same formula, charge and spin = 455.5 kJ/mol
Frontier orbital gap = 10.5 eV
LUMO level = 0.812 eV

```
! RIJCOSX wB97M-V def2-TZVPD def2/J DEFGRID3
* xyz 0 1
O -0.3313 0.2386 2.0920
C -0.0296 0.1171 0.7932
C -0.9847 -0.2289 -0.2697
C -0.1403 -0.0254 -1.3379
O 1.1122 0.2739 -1.0259
N 1.1633 0.4136 0.3640
H 0.4533 0.5636 2.5671
H -0.8351 -1.2771 -0.7980
H -0.4077 -0.0753 -2.3849
*
```

Results of the natural (NBO) charge analysis, in e, for atoms 1 through 8: -0.6357 0.4479 -0.5107 0.1779 -0.2877 -0.2107 0.4955 0.3018

Below is an isolated molecule of C3H7NOS, with properties calculated with ωB97M-V/def2-TZVPD.

Results
Total energy = -646.7045 a.u.
Energy above the lowest of the compared OMol25 structures with the same formula, charge and spin = 19.7 kJ/mol
Frontier orbital gap = 9.9 eV
LUMO level = 0.719 eV

```
! RIJCOSX wB97M-V def2-TZVPD def2/J DEFGRID3
* xyz 0 1
N 2.3169 0.2927 1.3790
C 1.5729 -0.0487 0.2820
O 2.0934 -0.4017 -0.7521
C 0.0829 -0.0648 0.4871
C -0.7077 -0.1706 -0.8336
S -2.5122 0.0797 -0.4608
H 3.2597 0.5409 1.1787
H 1.8046 0.6821 2.1365
H -0.2656 -0.8818 1.1202
H -0.1767 0.8739 0.9838
H -0.6508 -1.1579 -1.2712
H -0.3626 0.6332 -1.4753
H -2.3635 0.8599 0.6319
*
```

Results of the natural (NBO) charge analysis, in e, for atoms 1 through 8: -0.8204 0.6702 -0.6031 -0.5206 -0.4688 -0.0648 0.4053 0.3857

Look up the total energy of the sixth one.
-5375.8687 a.u.